16
Properties=species:S:1:pos:R:3:mulliken_charge:R:1 method="wB97M-V/def2-TZVPD" total_energy_ha=-400.0961 smiles="O=CCNCO.O" lumo_ev=0.534 homo_energy_ev=-10.1 gap_ev=10.673 e_above_lowest_kcal_mol=78.7
H -0.463 -0.808 0.787 0.292
O 1.681 2.582 1.099 -0.485
C 0.841 2.322 0.255 -0.074
C -0.557 0.027 -0.913 -0.347
H -1.336 -0.328 -1.759 0.259
H 1.365 -3.803 -0.461 0.318
N -1.211 1.278 -0.544 -0.421
H 1.066 2.515 -0.778 0.488
C -0.561 1.830 0.718 -0.775
H 1.799 -4.787 0.656 0.316
H -2.226 1.177 -0.227 0.291
H 0.470 0.150 -1.189 0.346
H -0.519 1.183 1.537 0.364
O -0.783 -1.081 -0.081 -0.470
O 1.656 -4.675 -0.286 -0.634
H -1.221 2.417 1.187 0.533


91
Properties=species:S:1:pos:R:3:mulliken_charge:R:1 method="wB97M-V/def2-TZVPD" total_energy_ha=-4461.3236 smiles="O=C1C=CC(=O)c2c(CCCBr)cccc21.COCCOC.COCCOC.COCCOC.COCCOC" lumo_ev=-1.888 homo_energy_ev=-9.1 gap_ev=7.187
H -8.077 -1.511 4.702 0.365
H 4.328 1.542 1.965 0.338
H -3.955 -0.532 -3.024 0.262
H -8.153 0.699 -0.786 0.347
C -1.775 -0.583 -3.732 -0.280
H 6.353 4.528 -0.832 0.333
H -7.381 0.086 -4.661 0.326
H 3.539 0.530 -4.379 0.360
H 7.635 4.927 2.396 0.247
C -0.346 -1.428 -3.754 0.415
C -7.984 0.364 -1.813 -0.770
H 5.400 -1.719 3.425 0.372
H -5.287 1.344 5.275 0.244
C 5.530 4.687 -0.125 -0.585
H -1.966 -4.222 0.411 0.321
O -8.833 1.085 -2.700 -0.402
C 5.306 2.000 1.791 -0.582
H -6.771 -1.752 2.578 0.349
H 6.129 -2.070 1.850 0.331
C -2.831 -2.646 -2.231 0.221
C -6.323 1.133 4.997 -0.691
H -8.236 -0.697 -1.883 0.325
H 1.548 0.120 -1.800 0.298
H 9.027 -0.224 2.493 0.247
C 8.160 -0.784 2.135 -0.727
H -6.927 0.487 -2.072 0.305
H 4.243 3.186 -0.969 -0.435
C 2.595 -0.041 -2.327 -0.395
O 0.478 -1.519 -4.801 -0.519
H 8.516 -1.691 1.635 0.359
H 2.840 -3.417 0.124 0.242
H -8.313 2.292 -5.060 0.321
H 3.842 -1.924 -1.998 0.349
C 7.386 4.765 1.345 -0.678
H 9.154 -2.863 3.935 0.304
C -5.730 0.239 1.677 -0.809
H 5.413 2.892 2.416 0.324
C 0.000 -2.248 -2.339 0.272
O 5.458 2.301 0.408 -0.347
C -1.323 -2.910 -1.558 0.190
H 7.610 -0.162 1.423 0.276
H 8.027 5.404 0.732 0.330
H -8.444 0.179 4.323 0.331
H 9.864 -4.089 2.863 0.244
C -7.702 -0.618 4.192 -0.541
H -8.457 -1.290 2.295 0.370
C 6.319 -2.047 2.928 -0.352
Br 2.713 2.798 -3.130 -0.240
H 9.005 -4.603 4.329 0.326
H -9.298 3.061 -2.890 0.404
C 1.765 -3.247 -0.359 -0.585
H -5.607 0.099 -4.752 0.090
O -6.430 1.903 -4.235 -0.342
C 2.631 0.845 -3.705 -0.459
H -1.804 0.469 -4.278 0.316
O 7.822 -3.970 2.757 -0.369
H -7.442 3.668 -4.365 0.357
H 0.597 -4.517 1.451 0.274
H -6.556 1.687 4.080 0.288
C -6.509 0.681 -4.959 -0.604
O 7.330 -1.087 3.252 -0.383
H 2.886 -1.986 -3.676 0.297
C -7.676 2.608 -4.225 -0.503
H 4.906 5.497 -0.516 0.383
H -5.472 1.235 1.309 0.242
C -1.062 -3.752 -0.172 -0.540
C -7.503 -0.947 2.708 -0.490
H 1.666 0.765 -4.371 0.226
H -7.767 2.763 -2.052 0.281
C -8.399 2.436 -2.884 -0.468
O -6.462 -0.272 4.816 -0.374
C 4.668 3.426 0.011 0.324
H 3.838 3.590 0.707 0.414
H -6.553 0.886 -6.031 0.341
C 6.690 -3.438 3.453 -0.647
C 1.545 -2.394 -1.749 0.271
O -7.124 0.217 1.967 -0.330
H 6.083 1.285 2.074 0.085
H 5.852 -4.118 3.264 0.380
O -3.832 -3.549 -2.162 -0.522
H 7.574 3.712 1.102 0.266
C 0.486 -3.909 0.429 -0.379
C 2.817 -1.665 -2.553 -0.453
C 9.019 -3.869 3.519 -0.712
H -5.502 -0.494 0.898 0.292
O 6.022 5.118 1.147 -0.379
C -2.976 -1.178 -3.018 -0.171
H 6.868 -3.418 4.535 0.332
H -5.127 0.032 2.567 0.432
H -6.977 1.469 5.806 0.328
H 3.405 0.357 -1.568 0.195


48
Properties=species:S:1:pos:R:3:mulliken_charge:R:1 method="wB97M-V/def2-TZVPD" total_energy_ha=-2080.5381 smiles="COC(=O)[C@@H](Cc1ccccc1)NC(=O)CNC(=O)c1sc2ccccc2c1Cl" lumo_ev=-0.278 homo_energy_ev=-8.8 gap_ev=8.505 e_above_lowest_kcal_mol=24.4
N 2.744 0.629 -0.150 -0.158
N 0.488 1.744 1.647 0.136
C 0.664 -3.473 -1.112 0.725
H 0.908 0.892 2.066 0.279
C -1.176 3.188 2.818 0.078
O 2.248 -0.621 1.652 -0.689
C -1.318 -0.949 -2.263 -0.203
H -1.366 -5.982 -2.339 0.301
C 1.402 2.480 0.924 0.739
H 1.598 -3.643 -4.364 0.394
C -0.614 1.182 -1.443 -0.118
H 2.490 0.675 -1.118 0.270
H -1.305 1.092 2.324 0.522
C -0.950 2.037 1.844 0.190
H -0.108 -5.409 -4.374 0.409
H -0.838 5.417 4.305 0.310
C 2.760 1.928 0.577 -1.108
O -2.305 3.688 2.790 -0.631
C 0.125 -4.908 -3.448 -0.496
C -1.544 1.079 -0.421 0.503
C -0.490 0.143 -2.356 -0.853
C -0.556 -5.210 -2.272 -0.609
C -2.385 -0.065 -0.348 -0.243
C -1.730 2.217 0.526 -1.675
H -0.075 2.110 -1.563 0.524
S 2.499 -1.898 -2.076 -0.191
C -0.556 4.452 4.746 -0.657
C 0.934 -2.558 -0.039 -0.999
H -1.239 -1.809 -2.941 0.416
C 1.872 -1.626 -0.414 0.581
O 1.073 3.545 0.476 -0.631
C -2.249 -1.069 -1.253 -0.590
C 1.096 -3.895 -3.442 -0.537
C -0.353 -4.449 -1.134 -0.515
H -1.391 4.043 5.369 0.289
H -1.455 3.162 0.052 0.455
O -0.215 3.527 3.689 -0.283
C 1.398 -3.224 -2.253 0.426
H 0.202 0.190 -3.217 0.349
H 0.337 4.561 5.399 0.224
C 2.327 -0.535 0.415 0.782
H -3.077 -0.134 0.521 0.353
H -2.818 -2.009 -1.125 0.359
H 3.344 1.817 1.473 0.370
H -0.954 -4.673 -0.259 0.402
H 3.240 2.676 -0.051 0.363
H -2.819 2.338 0.660 0.608
Cl 0.137 -2.671 1.505 -0.172


67
Properties=species:S:1:pos:R:3:mulliken_charge:R:1 method="wB97M-V/def2-TZVPD" spin_multiplicity=6 total_energy_ha=-2843.2035 lumo_ev="-0.312 / -0.508" homo_energy_ev="-4.7 / -7.6" gap_ev="4.431 / 7.093"
H -2.944 -4.255 -1.096 0.267
H 1.580 0.252 -2.439 -0.031
N -0.925 -1.764 -0.472 1.694
H -1.010 6.042 0.521 0.410
C -0.580 0.914 -3.182 0.785
C -2.203 2.528 -2.328 -1.380
N 4.523 0.252 3.143 0.986
O -2.529 0.252 -0.472 -0.788
H -0.457 -1.957 1.589 0.309
Mn -0.925 0.252 -0.472 -0.481
C 3.326 0.252 -1.188 -1.117
C 0.587 0.735 -4.114 -1.586
H 0.939 -4.255 0.524 0.302
H -0.687 2.879 -3.758 0.287
H -0.995 -1.957 -2.584 0.655
N -1.199 2.139 -3.300 -0.133
H 4.814 0.251 0.288 0.461
C 0.421 0.252 1.844 0.033
H 1.505 1.038 -3.604 0.627
C -0.221 0.252 4.188 -0.728
C -1.617 4.481 -0.836 -1.023
O -0.925 0.042 -2.393 -0.412
H 0.168 4.456 2.052 0.545
C -1.845 0.252 2.477 -0.878
H -2.858 3.260 -2.812 0.561
H 2.364 0.253 4.648 0.528
C -0.394 -3.883 -1.745 -0.877
H 4.042 0.251 -2.002 0.500
C -1.557 0.252 3.821 -1.226
H 0.625 -4.255 -1.908 0.352
C -1.571 3.110 -1.084 1.125
N -0.925 -4.448 -0.472 -0.272
H 0.032 0.252 5.247 0.439
H -0.457 -4.255 1.589 0.348
C 1.980 0.252 -1.429 -0.503
O 5.475 0.260 2.357 -0.697
C 2.121 0.252 3.585 -0.978
H -2.720 -1.957 0.644 0.363
O 4.664 0.246 4.376 -0.710
C 1.436 0.252 0.860 0.346
H -0.995 -4.255 -2.584 0.300
H 0.172 2.026 1.468 0.553
N -0.925 2.246 -0.261 0.923
C -2.293 -3.883 -0.295 -0.781
C 0.782 0.252 3.206 0.846
C -0.988 4.978 0.303 -0.365
H 0.625 -1.957 -1.908 0.050
C -0.331 4.101 1.158 -1.404
H 0.658 -0.316 -4.406 0.368
H -2.720 -4.255 0.644 0.331
C -0.089 -3.883 0.625 -0.996
H -2.348 0.252 4.562 0.385
C 2.814 0.252 1.225 1.207
C -0.327 2.755 0.836 0.110
C 3.739 0.251 0.138 -0.863
N -0.900 0.252 1.514 0.902
H -2.129 5.156 -1.513 0.453
C -2.293 -2.329 -0.295 -0.821
C 3.136 0.252 2.618 -1.303
C -0.394 -2.329 -1.745 -0.486
H -2.816 1.662 -2.054 0.183
C -0.089 -2.329 0.625 -0.299
H 0.461 1.333 -5.022 0.490
N 1.064 0.252 -0.446 0.848
H -2.870 0.252 2.117 0.513
H -2.944 -1.957 -1.097 0.504
H 0.939 -1.957 0.524 0.249


24
Properties=species:S:1:pos:R:3:mulliken_charge:R:1 method="wB97M-V/def2-TZVPD" total_energy_ha=-351.5043 smiles="CC(C)C(C)C.C=O" lumo_ev=0.759 homo_energy_ev=-10.3 gap_ev=11.035 e_above_lowest_kcal_mol=31.2
H 2.271 -0.509 1.125 0.340
H -0.054 2.487 -1.138 0.463
C 0.415 -0.797 0.033 1.321
H 1.970 -0.712 -1.484 0.352
H -3.255 -0.026 -1.017 0.252
H -0.495 -1.425 0.181 -0.036
H 1.316 -2.321 -1.190 0.498
H -0.380 2.411 1.207 0.488
H -1.229 0.560 -0.148 -0.798
C -2.952 -0.432 -0.037 -0.074
H -3.250 0.183 0.830 0.259
H 1.650 -2.159 1.150 0.468
C 1.059 -1.267 -1.272 -1.779
H 1.154 1.591 1.482 0.377
H 0.897 -0.933 2.158 0.356
H 0.142 1.053 -2.143 0.353
H -0.345 0.916 2.134 0.357
H 1.476 1.620 -1.134 0.359
C -0.105 0.654 -0.012 1.742
C 0.395 1.496 -1.183 -1.693
C 0.096 1.435 1.286 -1.830
C 1.361 -1.110 1.193 -1.664
O -2.515 -1.552 0.091 -0.452
H 0.377 -1.161 -2.112 0.341